Entry 1:
127
Properties=species:S:1:pos:R:3:forces:R:3 method="wB97M-V/def2-TZVPD" e_tot_ev=-73775.056 charge=+1 lumo_ev=-2.023 e_above_lowest_kcal_mol=41.2 e_homo_ev=-12.01
N 58.831000 14.550000 38.012000 2.0 2.1 -4.4
H 59.583000 14.586000 37.135000 -2.2 -1.0 2.9
H 59.321000 14.468000 38.882000 0.6 0.5 0.6
H 58.155000 13.803000 37.947000 -0.3 -0.3 -0.5
H 58.424000 15.507000 37.818000 0.1 -1.3 1.2
O 59.641000 16.439000 39.827000 -2.1 4.0 4.8
C 59.219000 17.154000 40.847000 1.9 -4.1 -2.4
O 58.950000 18.445000 40.856000 0.1 -1.0 1.4
C 59.264000 19.119000 39.682000 2.3 1.6 0.1
C 58.803000 20.609000 39.873000 -1.9 0.7 0.2
C 58.997000 16.629000 42.256000 2.4 1.5 -0.9
H 58.707000 18.549000 38.987000 -0.3 0.2 -1.8
H 60.423000 18.895000 39.517000 -2.4 1.1 0.0
H 58.992000 21.213000 38.940000 0.3 -0.5 1.2
H 59.059000 21.182000 40.870000 0.3 -1.4 -2.1
H 57.635000 20.657000 39.931000 1.9 -0.5 -0.2
H 58.040000 16.772000 42.550000 -3.6 -0.6 0.4
H 59.369000 17.344000 42.965000 0.9 1.0 0.0
H 59.485000 15.777000 42.615000 0.2 -1.9 -0.4
O 55.020000 16.970000 34.358000 0.7 0.6 -0.1
C 55.986000 17.634000 34.650000 -0.2 0.6 -0.9
O 56.677000 18.430000 33.765000 -1.3 -0.6 0.4
C 56.017000 18.773000 32.560000 0.9 -0.8 -3.8
C 57.018000 19.660000 31.786000 -2.2 -2.0 -3.3
C 56.571000 17.668000 36.005000 -2.2 1.6 -2.9
H 55.124000 19.413000 32.615000 0.1 -0.5 0.9
H 55.773000 17.995000 31.762000 0.1 -0.2 2.1
H 56.816000 20.447000 32.342000 0.6 4.8 2.2
H 56.482000 19.916000 30.764000 1.5 -0.7 1.7
H 58.066000 19.405000 31.702000 -0.1 -0.4 0.0
H 57.184000 18.381000 36.360000 1.4 3.4 0.6
H 57.189000 16.929000 36.046000 3.8 -5.2 0.0
H 55.831000 17.400000 36.610000 -3.1 -0.7 2.9
O 61.469000 14.688000 35.164000 -0.1 -0.7 0.5
C 61.977000 15.312000 34.274000 1.8 1.0 0.9
O 61.314000 15.870000 33.311000 1.8 1.5 -2.4
C 59.985000 15.746000 33.148000 -4.9 -2.9 -2.3
C 59.393000 16.301000 31.756000 2.8 -2.8 -0.8
C 63.485000 15.698000 34.158000 -1.2 -3.9 -2.0
H 59.453000 16.070000 33.996000 -0.7 1.2 1.1
H 59.629000 14.658000 33.138000 1.0 0.9 0.1
H 59.710000 17.281000 31.595000 0.6 1.8 -0.2
H 58.340000 16.262000 31.537000 -0.5 -0.3 0.9
H 59.872000 15.668000 30.856000 -0.8 1.3 2.1
H 63.643000 16.648000 33.727000 0.1 1.3 0.2
H 63.868000 14.970000 33.276000 -0.5 1.4 2.2
H 63.913000 15.431000 35.110000 0.6 0.3 0.0
O 56.492000 15.663000 39.182000 -1.7 0.7 3.4
C 55.902000 16.095000 40.210000 0.5 1.1 -3.0
O 55.361000 15.414000 41.185000 -1.3 2.2 1.8
C 55.434000 14.032000 41.336000 -0.2 -1.2 -2.1
C 54.648000 13.281000 42.412000 -0.5 2.1 0.1
C 55.676000 17.643000 40.429000 -7.9 -6.0 -4.1
H 56.474000 13.903000 41.258000 1.5 -1.3 0.6
H 55.069000 13.701000 40.375000 -0.1 -0.8 -0.4
H 54.913000 13.595000 43.440000 0.2 -0.5 -0.5
H 54.876000 12.228000 42.192000 -0.5 0.4 0.5
H 53.556000 13.571000 42.308000 1.2 -0.9 0.0
H 55.192000 18.102000 39.545000 0.0 -0.7 0.3
H 56.508000 17.979000 40.415000 10.7 4.5 0.1
H 55.179000 17.946000 41.241000 -2.0 0.5 3.3
O 57.335000 13.930000 35.461000 -1.2 -1.5 -1.2
C 56.885000 12.992000 34.779000 0.5 2.9 3.6
O 55.611000 12.550000 34.870000 -0.2 1.0 1.9
C 54.739000 13.219000 35.927000 -0.3 -3.6 0.8
C 53.413000 12.459000 35.894000 4.8 -2.1 -4.6
C 57.706000 12.195000 33.910000 1.3 -3.2 -2.6
H 54.589000 14.175000 35.678000 -0.2 3.7 -1.4
H 55.029000 13.251000 36.999000 1.3 -0.5 -0.9
H 53.014000 12.623000 34.885000 -0.4 -0.6 0.4
H 52.818000 12.727000 36.602000 -3.9 2.3 4.3
H 53.650000 11.408000 36.144000 -0.3 0.2 -0.7
H 57.766000 12.714000 32.893000 -0.2 -0.9 1.2
H 57.009000 11.215000 33.823000 2.3 1.8 -0.4
H 58.871000 11.983000 34.199000 -3.3 0.6 -0.2
O 59.718000 17.141000 36.649000 0.3 0.7 -0.7
C 60.789000 17.690000 36.487000 -0.4 0.1 0.0
O 61.022000 18.776000 35.722000 0.5 0.1 0.1
C 60.029000 19.397000 34.949000 -2.0 -0.4 -3.6
C 60.484000 20.516000 33.985000 -1.9 0.3 -0.7
C 62.017000 17.279000 37.231000 -1.3 -5.8 -3.5
H 59.168000 19.827000 35.526000 0.9 -0.8 -0.2
H 59.661000 18.768000 34.083000 -0.3 -0.8 1.9
H 60.711000 21.258000 34.634000 1.6 3.0 1.6
H 59.532000 20.969000 33.514000 1.2 -1.2 0.6
H 61.214000 20.459000 33.164000 -0.1 -0.9 0.7
H 62.924000 17.242000 36.708000 1.3 1.1 -1.2
H 61.918000 16.100000 37.315000 -0.3 2.4 0.9
H 62.080000 17.804000 38.065000 0.4 1.9 4.1
O 61.797000 14.111000 39.465000 2.4 -2.0 0.3
C 62.696000 13.255000 39.641000 -2.9 1.4 -0.6
O 63.436000 12.750000 38.679000 0.8 -2.1 0.4
C 63.286000 13.013000 37.288000 1.3 4.5 1.3
C 64.269000 12.310000 36.404000 -3.3 -1.3 0.7
C 62.943000 12.579000 40.967000 -6.3 0.5 -1.5
H 63.255000 14.172000 37.351000 0.9 -1.4 -1.1
H 62.356000 12.888000 36.905000 -3.3 -1.2 -0.4
H 65.210000 12.428000 36.742000 3.4 0.7 0.5
H 64.014000 12.636000 35.417000 0.5 0.2 -0.7
H 64.056000 11.224000 36.477000 0.0 0.4 -0.2
H 63.808000 12.653000 41.322000 8.0 0.8 2.0
H 62.750000 11.524000 41.066000 -0.6 -0.4 -0.6
H 62.431000 13.132000 41.742000 -1.0 0.0 0.0
O 57.186000 12.128000 39.163000 -0.8 -4.1 0.2
C 57.000000 10.921000 39.541000 1.1 4.8 0.6
O 56.561000 9.904000 38.853000 -0.4 0.0 -1.5
C 56.214000 10.234000 37.458000 11.0 -8.2 -1.2
C 55.859000 8.959000 36.657000 1.7 0.3 -0.5
C 57.159000 10.608000 40.985000 -4.1 -2.2 -2.8
H 57.109000 10.815000 37.050000 -0.6 -1.1 0.3
H 55.626000 10.896000 37.449000 -9.4 8.8 0.2
H 55.581000 9.301000 35.544000 0.2 -1.1 2.7
H 55.131000 8.541000 37.338000 -1.1 -0.6 -0.9
H 56.702000 8.125000 36.643000 -1.4 2.1 -0.2
H 57.809000 11.063000 41.515000 4.7 4.3 2.8
H 57.440000 9.632000 41.186000 -0.2 -2.5 0.0
H 56.214000 10.841000 41.446000 -0.6 -0.3 0.2
C 60.487000 10.442000 39.266000 1.2 -3.2 -2.6
C 60.015000 10.618000 37.826000 -0.4 9.2 -1.2
O 59.854000 11.998000 37.386000 0.9 -8.9 2.2
C 59.720000 9.457000 36.957000 -0.3 1.9 -4.5
H 61.583000 9.910000 39.081000 -2.6 1.1 0.9
H 59.756000 9.624000 39.595000 1.3 1.1 0.5
H 60.605000 11.344000 39.851000 -0.4 0.0 -0.1
H 60.597000 8.913000 36.540000 -0.2 0.7 0.5
H 59.058000 9.766000 35.981000 1.9 -0.3 2.3
H 59.125000 8.734000 37.370000 -1.4 -1.8 1.8

Entry 2:
134
Properties=species:S:1:pos:R:3:forces:R:3 method="wB97M-V/def2-TZVPD" e_tot_ev=-86620.316 charge=-1 lumo_ev=2.328 e_above_lowest_kcal_mol=83.5 e_homo_ev=-4.36
O -1.213363 1.115969 -0.713167 -0.9 0.4 1.2
C -0.719560 0.204889 -1.567892 2.3 -2.8 -3.2
O -1.067553 -1.003749 -1.454877 -1.1 1.0 1.3
O 0.082172 0.588872 -2.421308 0.9 1.6 -0.5
H -1.725950 0.415555 -0.302947 -1.1 0.2 1.4
C 1.989679 1.464280 0.973455 -1.2 -0.8 0.1
O 2.639540 0.979113 2.147883 0.2 -0.1 0.1
C 1.822905 0.280849 3.078776 0.7 -1.4 -0.3
C 2.655081 -0.754599 3.923705 0.3 1.2 -0.3
O 3.437123 -1.664358 3.169918 0.1 -0.5 0.2
C 4.082526 -2.660212 4.012031 -0.7 0.3 -1.6
C 4.879091 -3.737239 3.204003 -1.2 -0.1 -0.1
O 4.025329 -4.751607 2.533265 1.0 1.3 0.4
C 4.807410 -5.621143 1.726215 0.4 -0.2 0.2
H 1.233689 2.222549 1.177409 0.5 0.8 0.3
H 1.327008 0.737983 0.502872 0.2 -0.7 0.1
H 2.690186 1.725027 0.180118 0.3 0.3 0.6
H 1.026927 -0.239368 2.545951 -0.1 0.1 0.0
H 1.411543 0.937181 3.845655 -0.3 0.3 -0.1
H 2.070519 -1.249790 4.699062 -0.8 -0.4 -0.4
H 3.247419 -0.101772 4.564850 1.0 0.1 -0.1
H 3.284858 -3.121948 4.593962 0.1 -0.4 0.2
H 4.747596 -2.104570 4.673118 0.4 -0.3 0.2
H 5.531851 -4.222673 3.929521 0.0 -0.4 0.2
H 5.555928 -3.284654 2.479330 -0.2 0.3 -0.3
H 5.370437 -5.176075 0.905847 -0.1 0.8 0.0
H 4.218557 -6.384844 1.218166 -0.5 0.1 0.5
H 5.560974 -6.115358 2.339405 0.1 -0.3 0.2
C 5.393924 5.729235 -0.622879 -0.7 -2.9 -0.3
O 4.232484 4.812251 -0.763089 0.7 1.8 -0.5
C 3.802684 4.729041 -2.135319 -0.6 -0.3 1.1
C 2.470975 4.029397 -2.129796 -1.2 -0.1 -0.5
O 1.487831 4.964640 -1.672462 0.5 -0.3 0.6
C 0.326782 4.388394 -1.136416 -2.1 1.5 -0.2
C -0.761703 4.042839 -2.156377 0.9 -1.1 -0.9
O -1.233848 5.113523 -3.017137 0.6 -0.6 1.0
C -1.967840 4.625772 -4.136602 0.8 0.5 0.7
H 5.285721 6.719929 -1.064362 -0.3 0.0 0.2
H 6.159685 5.147765 -1.136317 0.6 0.6 -0.3
H 5.681423 5.669562 0.426832 -0.3 0.6 0.0
H 4.528128 4.180938 -2.736494 0.2 0.0 -0.1
H 3.587973 5.714519 -2.548636 0.4 0.3 -0.1
H 2.448779 3.088497 -1.579967 0.2 0.2 0.6
H 2.127079 3.708716 -3.113154 0.5 0.1 -0.6
H -0.228705 5.130779 -0.563356 0.8 0.7 0.6
H 0.473291 3.552104 -0.452859 0.3 -0.3 -0.4
H -1.590552 3.577631 -1.622816 -0.2 0.0 0.1
H -0.275181 3.242663 -2.714153 -0.5 -0.3 -0.8
H -2.377932 5.530969 -4.584426 -0.3 -0.2 -0.1
H -2.731236 3.909936 -3.831810 -0.2 0.0 -0.1
H -1.288777 4.151470 -4.845142 0.0 -0.2 -0.1
C 2.446734 0.915741 -5.015332 -0.7 -0.4 0.2
O 2.747121 -0.089658 -4.084163 0.0 -0.1 0.1
C 3.600105 0.330993 -3.049108 0.3 -0.8 -1.0
C 4.217220 -0.878742 -2.355051 0.1 -0.3 0.3
O 3.333685 -1.833063 -1.798492 -0.1 0.3 0.7
C 2.681213 -1.410362 -0.586111 -0.5 -0.3 -0.2
C 2.069932 -2.581071 0.246682 -0.8 0.5 -1.8
O 1.053348 -3.239098 -0.538052 0.1 -0.9 0.7
C 0.422795 -4.333936 0.144037 -0.1 1.0 -0.1
H 2.031639 0.366765 -5.860569 -0.3 0.4 0.0
H 3.281419 1.516255 -5.376967 0.7 -0.2 0.1
H 1.747178 1.635874 -4.590915 -0.5 -0.1 0.0
H 3.157031 1.005229 -2.316175 -0.5 0.1 -0.1
H 4.367959 0.839267 -3.632341 0.9 0.5 0.8
H 4.922724 -0.499416 -1.615819 -0.1 0.3 0.7
H 4.893447 -1.458166 -2.983612 -0.4 0.0 -0.7
H 1.900755 -0.681338 -0.804059 -0.4 -0.4 -0.5
H 3.372697 -0.829410 0.024173 0.5 -0.3 0.4
H 1.534878 -2.116943 1.075180 0.5 0.0 0.5
H 2.825936 -3.306007 0.548376 0.1 0.0 0.3
H -0.339644 -4.783333 -0.492221 0.8 -0.2 -0.6
H -0.214232 -4.069303 0.987997 0.1 1.0 0.6
H 1.137532 -5.027484 0.587030 0.3 -0.4 -0.4
C 3.687001 -4.941906 -2.571702 -0.8 0.1 -0.3
O 2.338227 -5.108634 -3.047718 1.0 -0.4 0.2
C 1.747851 -6.363275 -2.663155 1.7 2.0 1.3
C 0.380998 -6.357101 -3.200079 -0.9 0.0 -0.9
O -0.385428 -5.221994 -2.763691 0.4 -1.1 -0.2
C -1.730728 -5.314315 -3.205797 0.3 0.4 -0.3
C -2.565661 -4.080548 -2.803309 0.7 0.1 -1.3
O -2.073489 -2.992021 -3.568591 0.0 0.6 -0.7
C -2.991084 -1.941678 -3.896628 0.2 -0.4 0.7
H 3.752310 -5.110635 -1.496823 -0.1 0.1 0.3
H 4.022250 -3.930271 -2.800425 -0.5 0.0 0.2
H 4.421104 -5.598765 -3.038309 -0.2 -0.6 -0.3
H 1.730278 -6.414474 -1.574501 0.0 0.0 0.4
H 2.437101 -7.140111 -2.994165 -0.5 -0.6 -0.4
H -0.128395 -7.298195 -2.992805 -0.2 -0.2 0.5
H 0.557486 -6.404546 -4.274656 -0.6 0.6 -0.6
H -2.155886 -6.271184 -2.902921 -0.4 -0.1 0.6
H -1.726883 -5.384434 -4.293530 -0.1 0.3 -0.4
H -2.511844 -3.873051 -1.734590 -0.1 0.1 0.1
H -3.584249 -4.251260 -3.151802 -0.4 -0.4 0.4
H -3.453728 -1.556578 -2.987907 -0.1 0.0 0.1
H -3.751210 -2.237218 -4.619776 -0.4 -0.6 0.0
H -2.516603 -1.089073 -4.382477 0.8 -0.3 0.3
C -1.699799 3.042531 2.276965 0.6 -1.1 1.1
O -3.062777 3.359230 2.464916 0.0 1.2 -1.9
C -3.717454 3.851967 1.236555 -0.4 -0.2 2.2
C -5.091121 4.362115 1.700007 0.6 0.1 -0.7
O -5.013917 5.618416 2.341257 0.3 0.6 0.2
C -6.202950 6.397693 2.323271 0.6 -0.4 0.5
C -5.993628 7.583082 3.280727 -1.6 0.1 -0.6
O -7.264946 8.331304 3.206309 0.8 -0.3 -0.8
C -7.726393 8.910395 4.391050 1.3 -0.5 1.2
H -1.272827 2.861767 3.263439 -0.3 0.0 0.4
H -0.998335 3.775683 1.878799 -0.6 0.6 -0.6
H -1.558095 2.087595 1.770882 -0.1 0.1 -0.5
H -3.824535 3.049650 0.506546 -0.1 -0.3 0.1
H -3.206782 4.669452 0.727584 0.5 0.1 0.3
H -5.542728 3.654900 2.395716 -0.2 -0.3 -0.3
H -5.638596 4.484173 0.765413 -0.6 -0.2 0.0
H -7.066540 5.841050 2.687220 -0.1 -0.3 0.2
H -6.460569 6.673393 1.300666 0.1 0.5 -0.1
H -5.139759 8.195914 2.991865 -0.1 0.2 -0.1
H -5.801501 7.198312 4.282293 -0.2 0.0 0.1
H -8.560159 9.608147 4.313130 -0.1 -0.4 -0.7
H -6.920197 9.451363 4.886529 0.2 0.4 0.0
H -7.945298 8.116048 5.104633 -0.6 -0.1 0.2
C -4.880977 -5.371147 3.702223 -0.1 0.0 0.6
C -3.671349 -5.244420 2.809330 -0.6 -1.4 -0.2
O -3.278799 -3.910265 2.586932 0.5 1.5 -0.2
C -2.377805 -3.318648 3.367962 1.4 -2.0 1.6
O -1.852237 -3.831150 4.367442 -1.6 1.5 -2.4
C -1.858983 -1.928947 2.828634 -2.3 -0.8 -1.1
F -2.443916 -0.956369 3.527178 -0.1 0.4 0.4
F -0.590173 -1.921349 3.030878 1.9 0.4 0.1
F -2.128437 -1.685477 1.516167 0.3 -0.6 1.3
H -5.448391 -6.276468 3.486483 0.3 -0.3 0.0
H -5.612341 -4.579989 3.537042 0.3 0.3 0.1
H -4.542341 -5.402770 4.737803 -0.4 0.2 0.1
H -3.968799 -5.668847 1.850434 0.4 0.5 -0.3
H -2.850343 -5.858735 3.178994 0.2 0.3 0.1